Run w
Computed, not measured: a gas-phase ion, C4H12N3 (charge +1), with ωB97M-V/def2-TZVPD.

Geometry as XYZ:
```
19
C4H12N3 | the Open Molecules 2025 dataset | ωB97M-V/def2-TZVPD
H -0.385 0.408 2.092
C 1.441 -0.800 1.500
H 1.373 1.169 -0.162
C -1.502 0.185 -1.265
H 1.003 -2.708 1.015
H -2.346 0.909 -2.926
N 0.843 -1.795 0.532
H 1.681 -1.158 2.529
H 1.593 -1.932 -0.287
N -1.534 1.006 -2.328
C 0.359 1.077 0.302
H -2.471 -0.242 -1.171
H 2.412 -0.443 1.141
C 0.631 0.459 1.721
H -0.068 2.051 0.111
H 1.174 1.240 2.303
N -0.529 0.027 -0.394
H -0.270 -1.012 -0.262
H -0.726 1.529 -2.597
```

Values from the calculation:
Gap between HOMO and LUMO ... 10.46 eV
HOMO energy ... -14.1 eV
E_LUMO ... -3.615 eV
Total charge ... +1
2S+1 ... 1

***

Run x
Computed, not measured: a gas-phase ion, C4H12N3 (charge +1), with ωB97M-V/def2-TZVPD.

Geometry as XYZ:
```
19
C4H12N3 | the Open Molecules 2025 dataset | ωB97M-V/def2-TZVPD
H -2.416 -1.116 -0.250
H 2.468 -1.406 -0.303
H 1.603 1.665 1.216
H 1.486 2.221 -0.366
N -1.540 -1.181 0.257
H -2.301 1.423 0.266
C 0.851 0.241 -0.097
H -0.380 1.010 -2.236
H 0.816 -1.807 0.335
H -0.916 1.832 1.203
C -0.647 0.262 -0.069
C -0.166 0.180 -1.475
H -0.094 -0.839 -1.896
N -1.286 1.363 0.350
N 1.468 1.433 0.205
H -1.791 -1.616 1.189
C 1.618 -0.986 0.346
H 2.169 -0.701 1.348
H -0.944 -1.978 -0.023
```

Values from the calculation:
Gap between HOMO and LUMO ... 9.50 eV
HOMO energy ... -12.9 eV
E_LUMO ... -3.403 eV
Total charge ... +1
2S+1 ... 1

***

Tell me which of them is the least stable. Sure, it is run x.

***

Run w
Computed, not measured: C3H5NS2 in the gas phase, with ωB97M-V/def2-TZVPD.

Geometry as XYZ:
```
11
C3H5NS2 | the Open Molecules 2025 dataset | ωB97M-V/def2-TZVPD
H -0.791 2.267 1.538
H 1.060 -1.711 -1.873
H 1.645 0.422 -0.631
H -0.966 -1.655 -1.453
C 0.100 -1.091 -1.533
S -1.704 -0.385 0.815
H -1.475 -1.500 1.610
C 0.614 -0.172 -0.649
N -0.266 0.303 0.389
C 0.057 1.520 1.008
S 1.727 2.002 0.780
```

Values from the calculation:
Gap between HOMO and LUMO ... 8.15 eV
HOMO energy ... -8.7 eV
E_LUMO ... -0.542 eV
2S+1 ... 1

***

Run x
Computed, not measured: C3H5NS2 in the gas phase, with ωB97M-V/def2-TZVPD.

Geometry as XYZ:
```
11
C3H5NS2 | the Open Molecules 2025 dataset | ωB97M-V/def2-TZVPD
S -0.798 1.777 0.518
C -0.726 0.129 0.119
H 1.169 -2.145 -0.993
C 0.655 -1.926 -0.041
S -1.181 -2.441 -0.120
H 1.165 0.109 0.744
H -2.660 -0.522 0.072
H -1.908 -0.460 -1.629
N 0.483 -0.458 0.256
C -1.819 -0.688 -0.516
H 1.249 -2.423 0.757
```

Values from the calculation:
Gap between HOMO and LUMO ... 8.82 eV
HOMO energy ... -8.4 eV
E_LUMO ... 0.418 eV
2S+1 ... 1

***

Run y
Computed, not measured: C3H5NS2 in the gas phase, with ωB97M-V/def2-TZVPD.

Geometry as XYZ:
```
11
C3H5NS2 | the Open Molecules 2025 dataset | ωB97M-V/def2-TZVPD
C -0.135 1.308 1.708
H -1.860 -0.896 0.651
H -0.040 -0.205 3.346
H -0.099 2.196 2.440
C 0.284 0.096 -0.477
H 0.803 1.918 -0.068
C 0.170 1.134 0.393
S -1.007 -1.323 -0.271
S 1.161 0.251 -1.831
N -0.415 -0.038 2.283
H -0.281 -0.817 1.537
```

Values from the calculation:
Gap between HOMO and LUMO ... 7.52 eV
HOMO energy ... -8.4 eV
E_LUMO ... -0.929 eV
2S+1 ... 1

***

Tell me which of them is the least stable. Sure, it is run w.

***

Run w
Computed, not measured: 2 unconnected molecules or ions with the total composition C3H7O3, with ωB97M-V/def2-TZVPD.

Geometry as XYZ:
```
13
C3H7O3 | the Open Molecules 2025 dataset | ωB97M-V/def2-TZVPD
H 0.882 -2.807 -0.872
O -0.446 0.624 -0.241
H -0.402 -1.921 -1.624
O 1.361 -0.870 -1.438
C -0.298 0.731 1.029
H -0.064 2.755 1.469
H 0.955 -2.532 -2.600
C -0.867 2.009 1.573
H -1.195 1.829 2.602
H 0.776 -0.183 -1.005
C 0.693 -2.032 -1.656
O 0.305 -0.090 1.734
H -1.701 2.487 1.029
```

Values from the calculation:
Gap between HOMO and LUMO ... 8.68 eV
HOMO energy ... -4.4 eV
E_LUMO ... 4.313 eV
Total charge ... -1
2S+1 ... 1

***

Run x
Computed, not measured: 2 unconnected molecules or ions with the total composition C3H7O3, with ωB97M-V/def2-TZVPD.

Geometry as XYZ:
```
13
C3H7O3 | the Open Molecules 2025 dataset | ωB97M-V/def2-TZVPD
H 0.750 0.485 1.941
H -0.621 0.408 2.777
C 0.066 -0.303 2.306
O -0.230 -0.538 -0.042
H 1.344 2.527 -1.349
H 0.023 1.519 -1.208
O 1.647 0.803 -2.355
H 0.645 -1.081 2.803
C 0.763 1.840 -1.970
H 1.799 0.199 -1.614
O -1.852 -1.461 1.238
H 0.069 2.091 -2.765
C -0.776 -0.871 1.030
```

Values from the calculation:
Gap between HOMO and LUMO ... 7.96 eV
HOMO energy ... -4.0 eV
E_LUMO ... 3.972 eV
Total charge ... -1
2S+1 ... 1

***

Run y
Computed, not measured: 2 unconnected molecules or ions with the total composition C3H7O3, with ωB97M-V/def2-TZVPD.

Geometry as XYZ:
```
13
C3H7O3 | the Open Molecules 2025 dataset | ωB97M-V/def2-TZVPD
O 1.985 0.195 1.098
H -2.511 1.225 1.217
C 1.505 -0.107 -0.027
H 2.766 -0.445 -1.691
C 2.382 -1.080 -0.895
H 1.641 -1.707 -1.392
H -2.052 0.251 -1.016
H -1.614 -0.367 0.455
H -3.198 -0.943 -0.359
O 0.430 0.297 -0.520
H 3.124 -1.467 -0.212
C -2.516 -0.144 -0.109
O -3.176 0.970 0.569
```

Values from the calculation:
Gap between HOMO and LUMO ... 8.04 eV
HOMO energy ... -4.0 eV
E_LUMO ... 4.033 eV
Total charge ... -1
2S+1 ... 1

***

Tell me which of them is the least stable. Sure, it is run x.

***

Run w
Computed, not measured: 2 unconnected molecules or ions with the total composition C3H7O3, with ωB97M-V/def2-TZVPD.

Geometry as XYZ:
```
13
C3H7O3 | the Open Molecules 2025 dataset | ωB97M-V/def2-TZVPD
H -0.421 0.497 1.285
O 1.484 -1.272 -1.472
C 1.329 -0.299 -0.720
H -2.035 -0.720 0.135
O 1.050 -0.310 0.516
H -2.634 -1.138 1.825
H -1.075 -1.715 1.157
O -1.238 0.283 1.781
C -1.781 -0.878 1.192
H 0.391 1.530 -1.202
H 1.494 1.099 -2.410
C 1.410 1.116 -1.332
H 2.025 1.806 -0.755
```

Values from the calculation:
Gap between HOMO and LUMO ... 8.55 eV
HOMO energy ... -4.4 eV
E_LUMO ... 4.174 eV
Total charge ... -1
2S+1 ... 1

***

Run x
Computed, not measured: 2 unconnected molecules or ions with the total composition C3H7O3, with ωB97M-V/def2-TZVPD.

Geometry as XYZ:
```
13
C3H7O3 | the Open Molecules 2025 dataset | ωB97M-V/def2-TZVPD
C -0.368 -2.552 -0.987
H -1.322 -3.065 -0.728
H 0.513 -3.081 -0.496
H -0.130 -2.469 -2.082
O 0.856 -0.561 -0.081
H 0.111 2.638 2.185
C -0.326 -1.097 -0.360
O 0.267 2.084 0.091
C 0.794 2.416 1.377
H 1.442 3.315 1.297
H 1.345 1.624 1.765
O -1.454 -0.601 -0.264
H 0.095 1.063 -0.086
```

Values from the calculation:
Gap between HOMO and LUMO ... 8.78 eV
HOMO energy ... -4.5 eV
E_LUMO ... 4.291 eV
Total charge ... -1
2S+1 ... 1

***

Run y
Computed, not measured: 2 unconnected molecules or ions with the total composition C3H7O3, with ωB97M-V/def2-TZVPD.

Geometry as XYZ:
```
13
C3H7O3 | the Open Molecules 2025 dataset | ωB97M-V/def2-TZVPD
C 1.399 0.401 0.321
C 1.430 -0.714 -0.768
H 0.771 -0.030 1.103
O -2.624 -0.344 1.519
O -1.796 0.562 -0.360
O 0.139 -1.096 -1.162
H -3.256 1.393 0.738
H 1.807 -1.552 -0.170
H 2.418 0.505 0.701
H -0.628 -0.575 -0.815
C -2.559 0.521 0.639
H 0.945 1.304 -0.081
H 1.953 -0.375 -1.664
```

Values from the calculation:
Gap between HOMO and LUMO ... 8.59 eV
HOMO energy ... -4.5 eV
E_LUMO ... 4.105 eV
Total charge ... -1
2S+1 ... 1

***

Tell me which of them is the least stable. Sure, it is run x.

***

Run w
Computed, not measured: a molecular structure, C4H5NOS, with ωB97M-V/def2-TZVPD.

Geometry as XYZ:
```
12
C4H5NOS | the Open Molecules 2025 dataset | ωB97M-V/def2-TZVPD
H 1.311 -2.096 0.803
H -1.036 -2.253 0.080
H -1.067 2.668 -0.039
S 1.703 0.166 0.069
H 0.718 3.119 -0.026
O -2.308 0.059 0.043
C -0.038 2.352 -0.020
C 0.916 -1.504 -0.027
C -1.158 -0.236 0.033
C 0.240 1.070 0.010
N -0.509 -1.389 0.049
H 1.228 -1.956 -0.975
```

Values from the calculation:
Gap between HOMO and LUMO ... 9.20 eV
HOMO energy ... -8.5 eV
E_LUMO ... 0.668 eV
2S+1 ... 1

***

Run x
Computed, not measured: a molecular structure, C4H5NOS, with ωB97M-V/def2-TZVPD.

Geometry as XYZ:
```
12
C4H5NOS | the Open Molecules 2025 dataset | ωB97M-V/def2-TZVPD
C -1.503 -0.673 0.695
C -1.616 1.328 -0.588
H -2.020 -1.030 1.599
H 3.420 0.132 -0.120
O 1.672 1.292 0.766
C -2.201 0.248 -0.059
S 0.808 -0.792 -0.668
H -2.125 2.061 -1.130
H -3.468 0.358 0.144
C 2.016 0.362 0.068
H -0.361 1.273 -0.461
N -0.275 -1.150 0.548
```

Values from the calculation:
Gap between HOMO and LUMO ... 8.02 eV
HOMO energy ... -8.6 eV
E_LUMO ... -0.570 eV
2S+1 ... 1

***

Tell me which of them is the least stable. Sure, it is run x.

***

Run w
Computed, not measured: 2 unconnected molecules or ions with the total composition C4H5NOS, with ωB97M-V/def2-TZVPD.

Geometry as XYZ:
```
12
C4H5NOS | the Open Molecules 2025 dataset | ωB97M-V/def2-TZVPD
O -0.193 2.177 -1.487
C 1.566 -0.036 -0.827
H 2.332 0.519 -0.202
H -1.749 -1.983 1.014
H -0.943 -1.521 2.654
S -2.280 1.469 0.096
C -1.089 1.815 -0.839
C 0.353 -0.120 0.073
C -1.115 -1.328 1.580
H 2.056 -0.936 -1.244
H 1.363 0.793 -1.549
N -0.302 -0.849 0.731
```

Values from the calculation:
Gap between HOMO and LUMO ... 8.26 eV
HOMO energy ... -7.6 eV
E_LUMO ... 0.647 eV
2S+1 ... 1

***

Run x
Computed, not measured: a molecular structure, C4H5NOS, with ωB97M-V/def2-TZVPD.

Geometry as XYZ:
```
12
C4H5NOS | the Open Molecules 2025 dataset | ωB97M-V/def2-TZVPD
H 1.491 -2.725 1.107
C 0.120 0.670 -0.667
H 1.932 -0.204 0.490
C -0.337 -0.925 0.732
H -0.536 2.351 -1.292
H -2.326 -1.048 0.038
S 0.062 -2.306 1.661
O -1.183 0.538 -0.797
C 0.841 -0.202 0.190
H 1.004 2.517 -0.306
C -1.458 -0.518 0.092
N 0.390 1.852 -1.247
```

Values from the calculation:
Gap between HOMO and LUMO ... 8.34 eV
HOMO energy ... -7.9 eV
E_LUMO ... 0.402 eV
2S+1 ... 1

***

Tell me which of them is the least stable. Sure, it is run x.